<A>
{"formula": "C5H13NO2", "method": "wB97M-V/def2-TZVPD", "elements": ["C", "N", "C", "C", "C", "C", "H", "H", "H", "H", "H", "H", "H", "H", "H", "H", "H", "O", "H", "H", "O"], "coordinates": [[-1.24125, 1.55369, -1.58684], [1.55096, 0.90702, -0.78783], [0.49269, 0.13042, -0.37764], [-0.74643, 0.43782, -0.79695], [0.64517, -2.19965, -0.65371], [0.97490, -1.20847, 0.17367], [-1.21999, 2.49007, -1.00119], [-2.14703, 1.46562, -2.19098], [-0.51542, 1.94759, -2.33423], [1.39063, 1.67159, -1.40905], [2.48558, 0.60345, -0.93309], [-1.59041, -0.20250, -0.37542], [0.38903, -2.22242, -1.73880], [0.71617, -3.26216, -0.44850], [1.56338, -1.15412, 1.08825], [-0.59305, -1.97839, 1.67704], [-2.15974, -2.51632, 1.89050], [-1.33794, -2.05018, 2.24171], [-0.18687, 2.07947, 2.93292], [0.94293, 1.31339, 2.27388], [0.58671, 2.19408, 2.35626]], "s_squared": 0.7606, "orbital_gap_ha": [0.3916, 0.2672], "lumo_ev": [-3.915, -7.312], "charge": 1, "e_homo_ev": [-14.6, -14.6], "multiplicity": 2}

---

<B>
{"formula": "C5H13NO2", "method": "wB97M-V/def2-TZVPD", "elements": ["C", "C", "N", "C", "C", "C", "O", "H", "H", "H", "H", "H", "H", "H", "H", "H", "H", "H", "H", "H", "O"], "coordinates": [[0.88766, 0.42683, 2.80341], [-0.24718, 0.54557, 1.81667], [0.17354, 0.43179, 0.41587], [-0.61723, 1.11821, -0.59387], [0.27283, -1.05229, -0.02380], [1.30132, -1.02165, -1.11668], [0.95616, -1.35072, -2.22615], [1.43066, 1.34436, 2.94158], [0.52940, 0.06650, 3.76183], [1.61370, -0.31504, 2.42865], [-1.05222, -0.18727, 2.02343], [-0.62206, 1.61099, 1.85137], [-0.00298, 1.94375, -0.98496], [-0.87518, 0.45244, -1.43314], [-1.47485, 1.67961, -0.18318], [-0.68885, -1.42579, -0.34133], [0.63309, -1.56755, 0.87847], [2.36173, -0.81207, -0.93160], [-1.76509, 0.01125, -4.09941], [-0.98848, -1.02842, -3.27516], [-1.82598, -0.87051, -3.71200]], "s_squared": 0.7543, "orbital_gap_ha": [0.3864, 0.2254], "lumo_ev": [-3.850, -8.224], "charge": 1, "e_homo_ev": [-14.4, -14.4], "multiplicity": 2}

---

Relative stability in eV, measured from the most stable structure: <A> 0.111; <B> 0.000

---

<A>
{"formula": "C6H15N3O2", "method": "wB97M-V/def2-TZVPD", "elements": ["C", "C", "C", "N", "N", "N", "H", "H", "H", "H", "H", "H", "H", "H", "H", "H", "C", "C", "C", "O", "O", "H", "H", "H", "H", "H"], "coordinates": [[0.87159, -0.49921, 1.03716], [1.89953, -1.03708, 2.05249], [-1.58507, -0.45280, 1.22333], [-0.45085, -1.07839, 0.96488], [-1.92514, 0.50456, 0.37225], [-2.15863, -0.56426, 2.40493], [0.50279, 0.54619, 1.36835], [1.21994, -0.75127, -0.04794], [2.91024, -0.81547, 1.73151], [1.94293, -2.12249, 2.02102], [-0.52611, -2.12573, 0.98845], [-1.33937, 2.32547, -0.68009], [-2.84202, 0.86768, 0.68278], [-1.66072, -0.91870, 3.24625], [-2.94835, -0.18522, 2.70288], [1.88252, -0.74803, 3.05421], [-0.13569, 0.60989, -2.28574], [1.13567, -0.08457, -2.75818], [0.03616, 2.04275, -1.83670], [0.64131, 2.83463, -2.52759], [-0.43097, 2.36969, -0.60647], [-0.90213, 0.21883, -3.06322], [-0.43296, 0.10963, -1.28923], [1.94816, -0.24782, -2.07514], [1.59587, 0.26940, -3.63189], [0.75131, -1.06770, -3.04830]], "orbital_gap_ha": 0.3441, "lumo_ev": 0.574, "smiles": "[H]/N=C(\\N)NCC.CCC(=O)O", "charge": 0, "e_homo_ev": -8.8}

---

<B>
{"formula": "C6H15N3O2", "method": "wB97M-V/def2-TZVPD", "elements": ["C", "C", "C", "C", "C", "C", "N", "N", "N", "O", "O", "H", "H", "H", "H", "H", "H", "H", "H", "H", "H", "H", "H", "H", "H", "H"], "coordinates": [[-0.91188, -1.81862, 0.60570], [2.09742, -1.03936, -0.02646], [0.95438, 0.29713, 1.90174], [-1.42619, 0.70732, 0.35411], [1.02966, -0.02411, 0.36589], [-0.47481, -0.47155, -0.02009], [0.03480, 0.17964, -2.48221], [-0.72388, -0.50203, -1.51665], [-2.74366, 0.45741, -0.29065], [-0.16180, -2.59787, 1.13064], [-2.16609, -2.07025, 0.51894], [2.04272, -1.70491, 0.77385], [1.88126, -1.43109, -0.99185], [2.93855, -0.45032, -0.10534], [0.00693, -0.05635, 2.36423], [1.13745, 1.38528, 2.20448], [1.79947, -0.26359, 2.43509], [-1.65990, 0.67508, 1.42285], [-0.90133, 1.75505, 0.04785], [1.38199, 0.80818, -0.18209], [-0.29020, 1.12175, -2.30231], [1.05149, 0.17363, -2.49644], [-0.73425, -1.50196, -1.66116], [-2.64041, -1.27177, 0.26119], [-2.53371, 0.05689, -1.24972], [-3.35021, 1.24853, -0.47097]], "orbital_gap_ha": 0.3687, "lumo_ev": 0.714, "smiles": "CC(C)[C@@](CN)(NN)C(=O)O", "charge": 0, "e_homo_ev": -9.3}

---

Relative stability in eV, measured from the most stable structure: <A> 0.478; <B> 0.000

---

<A>
{"formula": "C5H18N4Si", "method": "wB97M-V/def2-TZVPD", "elements": ["C", "C", "C", "C", "C", "N", "N", "N", "N", "Si", "H", "H", "H", "H", "H", "H", "H", "H", "H", "H", "H", "H", "H", "H", "H", "H", "H", "H"], "coordinates": [[-0.38094, -0.31408, 0.07036], [1.06838, 1.00883, 2.49309], [-0.33471, -2.65296, 0.81155], [1.48933, 0.38360, -2.18749], [0.27618, 1.05781, 0.12732], [-1.69359, -0.60949, -0.57455], [0.48983, 1.66300, 1.31010], [0.18020, -1.36666, 0.72836], [1.70849, 0.83128, -0.78668], [-3.07584, 0.46998, -1.11789], [0.30798, 0.16274, 2.65882], [1.99129, 0.61705, 2.11663], [1.14072, 1.75846, 3.29456], [-1.01335, -2.97434, 0.05453], [-0.84990, -2.81326, 1.69596], [0.40779, -3.37133, 0.77349], [1.92099, -0.66309, -2.34544], [0.48263, 0.44319, -2.58731], [2.20160, 0.96433, -2.88852], [-0.28588, 1.81485, -0.50189], [-1.75926, -1.54258, -0.68468], [0.25610, 2.58779, 1.34364], [1.05431, -1.20284, 1.29222], [2.22663, 0.03942, -0.40781], [2.20957, 1.67556, -0.68072], [-3.45385, 1.67850, -0.17085], [-4.16872, -0.51070, -1.38080], [-2.39599, 0.86495, -2.45601]], "orbital_gap_ha": 0.3439, "lumo_ev": -8.201, "smiles": "CN[C@@H]([NH2+]C)/C(N[SiH3])=[NH+]/C", "charge": 2, "e_homo_ev": -17.6}

---

<B>
{"formula": "C5H18N4Si", "method": "wB97M-V/def2-TZVPD", "elements": ["C", "C", "C", "C", "C", "N", "N", "N", "N", "Si", "H", "H", "H", "H", "H", "H", "H", "H", "H", "H", "H", "H", "H", "H", "H", "H", "H", "H"], "coordinates": [[0.37982, -0.53605, -0.14215], [1.73699, -0.20028, -2.33604], [2.03897, -2.28826, 0.32128], [0.48894, 0.61052, 2.33008], [-1.00275, 0.03596, 0.27492], [0.81814, 0.11829, -1.19184], [-1.60314, 0.71464, -0.87387], [0.89508, -1.44631, 0.61288], [-0.55803, 1.05788, 1.36104], [-3.16986, 1.69996, -0.71210], [1.23667, -0.21195, -3.30726], [2.56198, 0.54859, -2.31108], [2.21798, -1.24926, -2.24267], [1.93490, -2.98861, -0.39965], [2.27423, -2.83282, 1.30617], [2.85171, -1.53446, 0.01308], [0.27596, -0.36755, 2.84054], [1.46214, 0.41804, 1.73825], [0.40750, 1.36997, 3.06785], [-1.68878, -0.66352, 0.66460], [0.15873, 0.92505, -1.48644], [-1.65009, 0.03685, -1.68010], [0.28884, -1.92242, 1.23631], [-0.37956, 1.84640, 0.83265], [-1.38588, 1.25786, 1.86863], [-4.09505, 0.63337, -0.10035], [-3.52736, 2.18983, -2.04848], [-2.96809, 2.77830, 0.36376]], "orbital_gap_ha": 0.3837, "lumo_ev": -7.194, "smiles": "CN/C(=[NH+]\\C)[C@H](N[SiH3])[NH2+]C", "charge": 2, "e_homo_ev": -17.6}

---

Relative stability in eV, measured from the most stable structure: <A> 0.600; <B> 0.000

---

<A>
{"formula": "C4H11N3S", "method": "wB97M-V/def2-TZVPD", "elements": ["C", "C", "C", "C", "H", "H", "H", "H", "H", "H", "H", "H", "H", "H", "H", "N", "N", "N", "S"], "coordinates": [[-0.66395, -1.13423, 1.32227], [-1.30238, -1.50179, -0.99410], [-2.10266, 1.26002, -0.02560], [0.21786, 1.34623, 0.07118], [0.11388, -2.03591, 1.39167], [-1.65011, -1.13506, 1.75876], [-0.09952, -0.57249, 2.23174], [-1.50323, -2.61939, -0.67912], [-0.60179, -1.31173, -2.00130], [-2.44689, -0.97512, -1.05855], [-3.17893, 0.19310, 0.22753], [-2.55537, 1.99650, -1.07129], [-2.11461, 2.10003, 1.09493], [-0.20739, 2.42848, -0.00100], [1.35040, -1.31488, 0.21983], [-0.65405, -0.70340, -0.05560], [-0.84952, 0.66191, -0.18548], [1.50805, 1.18328, 0.02350], [2.24806, -0.28547, -0.17704]], "orbital_gap_ha": 0.2903, "lumo_ev": 0.331, "charge": 0, "e_homo_ev": -7.6}

---

<B>
{"formula": "C4H11N3S", "method": "wB97M-V/def2-TZVPD", "elements": ["C", "C", "C", "C", "H", "H", "H", "H", "H", "H", "H", "H", "H", "H", "H", "N", "N", "N", "S"], "coordinates": [[-2.25191, 1.55970, -0.13996], [-1.16110, -0.81672, 0.10652], [1.55849, -0.32306, 1.15450], [1.70036, -0.29077, -1.21680], [-3.30651, 1.37715, 0.52124], [-2.52229, 1.49995, -1.29666], [-1.70820, 2.55537, 0.16823], [-0.27372, 0.92664, 0.37382], [-0.17708, -2.59029, -0.01646], [2.69764, 0.21110, 1.00733], [1.76759, -1.12676, 2.06255], [0.76338, 0.45406, 1.68136], [1.41584, -0.71148, -2.18841], [2.86529, -0.16864, -1.00861], [1.49273, 0.85137, -1.05499], [-1.10861, 0.52683, 0.12836], [-0.13792, -1.53232, -0.16831], [1.14792, -0.93356, -0.07520], [-2.76190, -1.46857, -0.03852]], "orbital_gap_ha": 0.3058, "lumo_ev": 0.557, "smiles": "CNC(=S)NN(C)C", "charge": 0, "e_homo_ev": -7.8}

---

Relative stability in eV, measured from the most stable structure: <A> 4.374; <B> 0.000

---

<A>
{"formula": "C5H6O4", "method": "wB97M-V/def2-TZVPD", "elements": ["C", "C", "C", "C", "C", "O", "O", "O", "O", "H", "H", "H", "H", "H", "H"], "coordinates": [[-1.54751, -0.47160, -0.15740], [-0.72962, 0.91007, -0.05127], [-0.59070, -1.25111, 0.59022], [0.87784, 0.13099, -0.06571], [1.33207, -0.55213, -1.13832], [-0.91889, 1.26395, 1.31782], [1.67252, 0.54699, 0.94592], [-0.85599, 1.76353, -0.93990], [-0.28077, -1.93610, 1.45492], [-0.51128, 2.13321, 1.42823], [2.59990, 0.32603, 0.77295], [-1.53979, -0.75237, -1.20736], [-2.55065, -0.50591, 0.27315], [0.66120, -0.80580, -1.94618], [2.38167, -0.79974, -1.27706]], "orbital_gap_ha": [0.2917, 0.2917], "lumo_ev": [-0.611, -0.611], "charge": 0, "e_homo_ev": [-8.5, -8.5]}

---

<B>
{"formula": "C5H6O4", "method": "wB97M-V/def2-TZVPD", "elements": ["C", "C", "C", "C", "C", "H", "H", "H", "H", "H", "H", "O", "O", "O", "O"], "coordinates": [[0.29359, 1.12721, -1.57510], [0.20649, 0.82093, -0.13542], [1.25028, -0.20686, 1.03389], [-0.28258, -0.38619, 0.67899], [-0.64192, -1.57139, -0.08157], [1.22001, 0.44949, -2.00300], [0.49940, 2.28968, -1.64481], [-0.58941, 0.81388, -2.28160], [-0.62479, 1.56310, 0.17203], [-1.47254, -0.95644, 2.38271], [-0.39943, -1.88937, -1.20474], [1.50737, 1.00385, 0.46385], [1.68500, -0.96619, 1.91592], [-1.00681, 0.10660, 1.87472], [-1.64467, -2.19829, 0.40412]], "orbital_gap_ha": 0.3675, "lumo_ev": 0.019, "charge": 0, "e_homo_ev": -10.0}

---

Relative stability in eV, measured from the most stable structure: <A> 0.000; <B> 1.194

---

<A>
{"formula": "C5H6O4", "method": "wB97M-V/def2-TZVPD", "elements": ["C", "C", "C", "C", "C", "H", "H", "H", "H", "H", "H", "O", "O", "O", "O"], "coordinates": [[2.60399, 0.10718, 0.19526], [1.19685, -0.23636, -0.26013], [0.18077, 0.83239, -0.17749], [-1.15098, 0.64145, -0.12874], [-1.88768, -0.69163, -0.06395], [2.89343, 0.98840, -0.36488], [2.53634, 0.46874, 1.23256], [3.32449, -0.64615, -0.08109], [0.47917, 1.85113, -0.12467], [-2.89635, 1.20784, -0.17776], [-1.87146, -2.37827, 0.59902], [0.91608, -1.33461, -0.68435], [-2.04595, 1.64547, -0.03648], [-1.18783, -1.72772, 0.37765], [-3.09086, -0.72787, -0.30493]], "orbital_gap_ha": 0.3498, "lumo_ev": -0.152, "smiles": "CC(=O)/C=C(/O)C(=O)O", "charge": 0, "e_homo_ev": -9.7}

---

<B>
{"formula": "C5H6O4", "method": "wB97M-V/def2-TZVPD", "elements": ["C", "C", "C", "C", "C", "O", "O", "O", "O", "H", "H", "H", "H", "H", "H"], "coordinates": [[-0.67563, 0.76040, -0.19961], [0.02793, -0.38789, -0.08515], [-1.89962, -0.69948, 0.94299], [-0.49823, 2.04774, -0.92186], [2.05030, -1.47823, 0.26452], [-2.74755, -1.19596, 1.60020], [-1.93196, 0.51838, 0.36525], [-0.68523, -1.33166, 0.58723], [1.28771, -0.45329, -0.38797], [0.61757, 2.28860, -0.96918], [-1.11316, 2.96515, -0.63141], [-0.86671, 2.00931, -2.04713], [1.77937, -1.49159, 1.27892], [3.02995, -1.11546, 0.23911], [1.62525, -2.43603, -0.03593]], "orbital_gap_ha": 0.3243, "lumo_ev": 0.625, "smiles": "COc1oc(=O)oc1C", "charge": 0, "e_homo_ev": -8.2}

---

Relative stability in eV, measured from the most stable structure: <A> 0.000; <B> 1.185